8
Properties=species:S:1:pos:R:3 method="wB97M-V/def2-TZVPD" de_lowest_kj_mol=18.9 total_energy_ha=-602.287709 smiles="C1NN=NS1" total_charge=0 homo_energy_ev=-8.7 homo_lumo_gap_ev=9.50
C -0.16956 -0.07352 -0.80376
N 0.58124 -0.53498 0.36658
N 0.28632 0.04259 1.50828
N -0.60592 0.84122 1.57469
S -1.33863 1.15431 -0.11655
H 0.47487 0.39061 -1.55711
H -0.73717 -0.90709 -1.23385
H 1.50886 -0.91315 0.26172